ORCA calculation (the ωB97M-V functional and the def2-TZVPD basis) on an isolated ion of composition C3H10NSi and charge +1 in a non-equilibrium geometry.

Summary:
* electronic energy: -12632.65556 eV
* total charge: +1
* 2S+1: 1
* SMILES string: C=C[C@@H]([NH3+])[SiH3]
* Kohn-Sham gap: 10.00 eV
* energy relative to the best compared isomer or geometry (same formula, charge and spin): 0.190 eV

The geometry in XYZ format:
```
15
C3H10NSi, DFT the ωB97M-V functional and the def2-TZVPD basis
C 2.0657 -1.2724 0.0661
C 1.1427 -0.4822 -0.4552
C 0.0888 0.2011 0.3285
N -0.0102 1.6387 -0.1115
Si -1.8412 -0.7116 -0.0154
H 2.7889 -1.7792 -0.5462
H 2.1272 -1.4479 1.1270
H 1.0964 -0.3344 -1.5267
H 0.3144 0.1845 1.3920
H 0.8885 2.1240 0.0227
H -0.7400 2.1357 0.4108
H -0.2418 1.6638 -1.1124
H -2.6676 0.0603 0.9100
H -2.0677 -0.3408 -1.4111
H -1.6633 -2.1200 0.2699
```